[1]
C6H15NO3PS2 | wB97M-V/def2-TZVPD

```
28
Properties=species:S:1:pos:R:3:forces:R:3
C 2.178 -3.142 2.485 1.209 1.767 -1.644
C -0.635 -1.714 -1.693 0.082 -1.615 0.384
C 1.782 2.214 -0.554 0.452 0.931 -2.542
C -2.786 -0.493 1.257 2.767 0.300 -3.670
C 2.341 0.850 -1.003 -2.974 2.620 1.356
C -1.464 0.316 1.309 -0.789 -0.642 -0.493
N -1.011 -0.870 -2.882 -1.576 -5.268 -2.147
O 0.918 -1.148 0.681 -1.202 0.110 -2.008
O 1.118 0.224 -1.559 -1.368 -2.433 1.346
O -0.952 0.426 -0.022 1.099 -1.036 -2.518
P 0.175 -0.606 -0.492 2.734 1.409 2.394
S 2.362 -4.026 1.135 -0.008 0.626 0.980
S -0.761 -3.315 -1.627 -0.033 1.590 -0.163
H 2.560 -2.050 2.606 -0.546 -2.020 -0.383
H 1.642 -3.507 3.313 -0.589 -0.552 1.065
H 0.953 2.536 -1.271 1.065 -0.332 1.284
H 1.504 2.087 0.425 -1.576 -0.069 2.282
H 2.507 3.032 -0.483 0.220 -0.306 -0.445
H -3.518 -0.226 1.880 -2.465 1.345 2.864
H -3.292 -0.475 0.222 1.215 0.026 1.365
H -2.434 -1.429 1.500 -0.097 -2.774 0.285
H 2.754 0.430 -0.102 0.299 -1.186 -0.456
H 2.887 1.014 -1.846 2.185 -0.321 -1.933
H -0.591 0.080 1.933 -0.947 -0.748 0.247
H -1.688 1.293 1.467 -0.712 3.000 1.038
H -0.817 -0.004 -2.608 1.851 5.240 0.404
H -2.004 -0.829 -3.132 -0.251 -0.638 0.334
H -0.533 -1.259 -3.731 -0.047 0.975 0.776
```
Positions in Å, forces in eV/Å.

For the relative energy (zero: lowest compared OMol25 entry of this formula, charge and spin), the calculation gives 0.925 eV. As for the total charge: +1. Its HOMO energy is -10.80 eV.


[2]
C6H15NO4 | wB97M-V/def2-TZVPD

```
26
Properties=species:S:1:pos:R:3:forces:R:3
C -1.433 2.696 -2.528 2.488 -3.102 0.139
C 2.489 -0.431 0.200 -5.713 -1.297 -4.711
C 0.141 -1.003 3.053 0.256 -0.359 1.876
C -0.900 -2.352 -0.457 0.669 -4.880 -2.048
C -0.530 2.343 -1.290 -1.639 2.434 0.562
C 0.851 -1.940 1.057 -0.958 2.019 -0.494
N -0.869 1.137 -0.580 1.059 -0.883 -0.629
O 1.896 -1.202 1.266 -0.833 -2.837 -0.075
O 0.021 -2.057 2.091 0.501 -1.732 -2.457
O 0.525 -2.392 -0.180 1.264 1.358 3.737
O -0.102 0.966 0.580 1.343 -0.719 0.406
H -1.921 1.751 -2.836 0.240 0.519 -0.296
H -2.123 3.434 -2.452 -2.293 2.111 0.936
H -0.736 3.065 -3.285 -0.184 -0.360 -0.314
H 1.499 0.225 0.007 1.827 0.378 0.503
H 2.552 -1.001 -0.836 0.540 0.671 2.508
H 3.321 -0.042 0.597 2.993 1.542 1.060
H 1.119 -1.087 3.478 0.494 -0.177 0.714
H -0.625 -1.057 3.888 0.641 -0.139 -1.689
H 0.191 -0.163 2.432 -0.834 2.082 -0.366
H -0.869 -2.241 -1.568 -0.736 0.514 1.178
H -1.413 -1.717 0.172 -0.894 1.948 0.733
H -1.266 -3.439 -0.231 0.393 1.884 -0.475
H 0.423 2.196 -1.736 1.119 -0.198 0.152
H -0.474 3.318 -0.637 0.056 -1.672 -0.648
H -1.767 0.993 -0.207 -1.800 0.893 -0.303
```
Positions in Å, forces in eV/Å.

For the relative energy (zero: lowest compared OMol25 entry of this formula, charge and spin), the calculation gives 6.830 eV. As for the total charge: 0. Its HOMO energy is -5.62 eV.


[3]
C6H15NS | wB97M-V/def2-TZVPD

```
23
Properties=species:S:1:pos:R:3:forces:R:3
C 0.416 -0.792 -1.435 -0.866 -0.673 0.729
C -0.020 -1.987 -2.297 0.357 1.227 -0.687
S -0.176 -1.412 -4.042 -0.088 -0.452 0.078
C -0.073 -0.903 0.026 0.483 0.271 -0.434
N -0.057 0.447 0.613 -0.122 -1.046 0.238
C 0.562 0.474 1.936 0.524 0.485 -0.319
C 1.155 1.861 2.199 -0.351 -0.496 0.101
C -1.381 1.021 0.575 -0.181 1.171 0.544
H -0.112 0.083 -1.789 -0.012 0.319 -0.334
H 1.477 -0.560 -1.486 0.079 -0.137 -0.029
H 0.721 -2.768 -2.410 0.137 -0.259 0.406
H -0.952 -2.391 -1.915 -0.117 -0.177 -0.189
H -0.911 -0.324 -3.800 -0.077 0.034 0.055
H -1.068 -1.361 0.052 -0.151 0.141 -0.045
H 0.550 -1.569 0.608 0.316 -0.139 0.120
H -0.125 0.184 2.746 -0.106 0.002 -0.064
H 1.369 -0.254 1.908 0.065 -0.063 0.151
H 0.326 2.563 2.178 0.182 0.420 0.007
H 1.646 1.916 3.167 -0.070 -0.010 0.173
H 1.895 2.101 1.438 -0.147 0.093 -0.109
H -1.897 0.785 -0.353 -0.021 -0.193 0.034
H -2.000 0.772 1.456 -0.051 -0.536 -0.239
H -1.346 2.114 0.627 0.218 0.019 -0.189
```
Positions in Å, forces in eV/Å.

For the relative energy (zero: lowest compared OMol25 entry of this formula, charge and spin), the calculation gives 0.642 eV. As for the total charge: 0. Its HOMO energy is -8.54 eV. The SMILES is CCN(C)CCCS.


[4]
C6H15O | wB97M-V/def2-TZVPD

```
22
Properties=species:S:1:pos:R:3:forces:R:3
C -0.278 2.483 0.470 0.037 -0.327 -0.089
O -0.260 1.215 0.002 -0.021 0.213 0.094
C -0.293 2.550 2.009 0.066 0.027 0.262
H -1.160 3.075 0.114 -0.025 0.096 0.022
H 0.615 3.082 0.147 -0.048 0.120 -0.006
H -0.405 3.569 2.411 0.000 0.012 -0.109
H 0.638 2.133 2.408 0.003 -0.021 -0.047
H -1.108 1.933 2.398 -0.070 0.008 -0.059
C 0.628 -1.734 1.128 0.221 0.034 0.150
C -0.363 -1.001 -2.525 0.052 -0.088 0.147
C 0.565 -1.217 -1.330 -0.054 0.129 -0.208
C -0.141 -1.911 -0.175 0.060 0.248 0.338
H 1.652 -2.123 1.063 -0.042 -0.037 -0.075
H 0.147 -2.227 1.978 -0.076 -0.061 -0.036
H 0.684 -0.664 1.342 -0.031 0.023 -0.049
H 0.181 -0.670 -3.412 0.005 0.037 -0.018
H -1.064 -0.215 -2.235 -0.041 -0.027 -0.095
H -0.926 -1.903 -2.788 -0.001 -0.055 -0.034
H 0.830 -0.208 -0.990 0.112 -0.204 0.107
H 1.471 -1.775 -1.602 -0.016 -0.026 -0.074
H -1.106 -1.414 -0.034 -0.039 -0.127 -0.109
H -0.306 -2.977 -0.381 -0.091 0.024 -0.110
```
Positions in Å, forces in eV/Å.

For the relative energy (zero: lowest compared OMol25 entry of this formula, charge and spin), the calculation gives 0.055 eV. As for the total charge: -1. Its HOMO energy is -2.54 eV.


[5]
C6H15O2P | wB97M-V/def2-TZVPD

```
24
Properties=species:S:1:pos:R:3:forces:R:3
C 3.004 -1.117 -0.063 -0.355 0.470 0.809
C 2.457 0.027 0.805 0.437 0.016 -1.058
O 2.061 1.115 -0.080 0.114 -0.464 0.196
C 0.753 1.465 0.130 0.822 -1.807 -2.464
O 0.412 2.081 1.050 -1.008 1.988 3.077
C -0.169 0.975 -0.945 -0.240 0.715 -0.461
C -1.632 1.327 -0.675 0.216 -0.480 0.359
C -2.366 0.415 0.319 -0.407 0.028 -0.312
P -1.971 -1.436 0.194 0.545 0.372 0.014
H 3.885 -1.524 0.421 0.048 -0.383 -0.020
H 3.290 -0.734 -1.030 0.066 0.103 -0.289
H 2.227 -1.864 -0.167 0.099 -0.362 -0.245
H 3.228 0.371 1.483 -0.040 0.336 0.199
H 1.581 -0.285 1.360 -0.051 -0.100 0.358
H 0.027 -0.067 -1.170 0.106 -0.165 0.040
H 0.134 1.525 -1.837 0.191 -0.070 -0.210
H -1.630 2.342 -0.297 -0.168 0.272 -0.003
H -2.174 1.333 -1.615 -0.035 -0.067 -0.212
H -2.253 0.742 1.353 0.263 -0.028 0.149
H -3.435 0.508 0.106 -0.144 -0.064 0.041
H -3.192 -1.772 0.856 0.061 -0.006 -0.007
H -1.850 -1.328 -1.231 -0.190 -0.111 0.071
H -0.756 -1.247 0.942 -0.174 -0.099 -0.040
H -1.630 -2.853 0.090 -0.155 -0.095 0.008
```
Positions in Å, forces in eV/Å.

For the relative energy (zero: lowest compared OMol25 entry of this formula, charge and spin), the calculation gives 5.550 eV. As for the total charge: 0. Its HOMO energy is -8.30 eV. The SMILES is CCOC(=O)CCC[PH4].


[6]
C6H15O3Si | wB97M-V/def2-TZVPD

```
25
Properties=species:S:1:pos:R:3:forces:R:3
C 0.284 3.203 -0.668 1.065 0.835 0.423
C 0.599 2.905 0.923 -1.224 -0.334 -0.874
C -0.471 1.751 1.425 0.723 0.660 0.955
C 0.362 0.796 2.498 -1.059 0.659 1.126
O 0.294 -0.642 2.195 1.587 1.528 -0.944
Si 1.282 -1.086 0.812 -2.020 -0.047 -0.074
H -0.347 4.186 -0.737 1.004 -2.008 -0.179
H -0.234 2.287 -1.182 1.009 1.895 1.009
H 1.334 3.409 -1.193 -2.415 -0.406 0.885
H 1.716 2.546 0.980 -2.311 0.643 0.224
H 0.396 3.855 1.618 0.841 -1.957 -1.707
H -1.358 2.315 1.991 1.926 -1.348 -1.122
H -0.977 1.154 0.555 1.361 0.971 1.659
H 1.484 1.171 2.655 -2.288 -0.828 -0.667
H -0.164 0.991 3.552 1.165 -0.812 -2.123
H 0.764 -0.385 -0.390 0.094 0.145 0.290
H 1.120 -2.527 0.514 0.025 0.137 0.503
H 2.692 -0.740 0.918 0.466 0.212 0.524
C -1.834 -3.678 -2.092 -0.723 0.116 0.429
C -0.458 -3.484 -2.705 0.612 -0.076 -0.356
O 0.100 -2.382 -2.442 0.122 -0.492 -0.222
O -0.047 -4.454 -3.402 0.011 0.748 0.375
H -2.133 -2.806 -1.502 0.045 -0.060 -0.052
H -2.574 -3.830 -2.884 0.043 -0.143 0.063
H -1.829 -4.554 -1.437 -0.061 -0.039 -0.144
```
Positions in Å, forces in eV/Å.

As for the total charge: -1. Its HOMO energy is -3.91 eV.


[7]
C6H15S | wB97M-V/def2-TZVPD

```
22
Properties=species:S:1:pos:R:3:forces:R:3
C -0.939 3.458 -1.804 -0.178 -0.065 0.111
C -0.250 2.769 -0.632 0.040 -0.435 -0.076
S -0.288 0.946 -0.799 -0.073 0.326 -0.143
H -1.986 3.141 -1.842 0.037 0.054 0.008
H -0.482 3.122 -2.735 0.054 0.112 -0.035
H -0.906 4.554 -1.739 0.050 -0.004 -0.033
H -0.731 3.037 0.315 0.052 0.165 -0.095
H 0.799 3.082 -0.583 -0.070 0.144 0.053
C 1.641 -2.109 -0.673 -0.734 0.441 -0.922
C 0.331 -2.198 0.111 0.231 -0.120 -0.155
C 0.401 -1.439 1.432 -0.083 -0.724 -0.005
C -0.982 -1.234 2.050 0.582 -0.054 0.284
H 1.769 -1.060 -0.964 0.372 -0.034 0.364
H 1.532 -2.616 -1.642 0.103 -0.229 0.213
H 2.503 -2.520 -0.154 0.090 0.070 0.171
H 0.093 -3.268 0.220 -0.265 0.211 0.324
H -0.470 -1.717 -0.460 0.116 -0.217 -0.201
H 0.798 -0.458 1.185 0.183 0.100 0.140
H 1.086 -1.985 2.098 -0.069 0.238 0.145
H -1.556 -0.632 1.349 -0.206 -0.018 0.050
H -0.885 -0.686 2.994 -0.142 0.020 -0.071
H -1.476 -2.185 2.272 -0.089 0.017 -0.128
```
Positions in Å, forces in eV/Å.

For the relative energy (zero: lowest compared OMol25 entry of this formula, charge and spin), the calculation gives 0.090 eV. As for the total charge: -1. Its HOMO energy is -2.45 eV.


[8]
C6H16 | wB97M-V/def2-TZVPD

```
22
Properties=species:S:1:pos:R:3:forces:R:3
C -0.609 0.103 -1.776 -1.242 1.382 1.783
C -2.091 0.458 -2.183 1.039 0.577 -1.251
C -0.121 1.178 -0.789 3.808 0.363 -2.054
C -0.580 -1.239 -1.018 -0.633 -2.464 -1.401
H 0.054 0.087 -2.696 -0.809 -0.047 1.129
H -2.761 0.882 -1.404 -0.193 -2.808 0.984
H -0.472 1.207 0.208 -0.984 -0.053 0.744
H 1.023 1.163 -0.690 -1.175 -0.938 0.251
H -0.056 2.130 -1.292 -1.206 0.854 0.050
H -1.526 -1.548 -0.362 1.873 0.949 -1.694
H -0.380 -2.033 -1.864 -0.800 0.909 1.853
H -2.272 -0.392 -2.967 -1.239 2.024 1.557
H -2.277 1.538 -2.479 1.563 -0.952 -2.028
H 0.292 -1.328 -0.369 -0.036 0.210 -0.010
C 1.187 -1.027 2.609 4.538 -0.224 -1.162
C 1.778 0.411 2.363 -3.916 1.392 -0.655
H 1.173 -1.644 1.710 -0.740 0.505 -0.404
H 2.010 -1.662 3.122 -1.664 1.196 0.201
H 0.258 -0.941 3.065 -1.430 -0.392 1.095
H 2.136 0.848 3.279 0.716 0.028 0.094
H 0.902 1.187 2.063 1.297 -1.848 0.978
H 2.331 0.623 1.469 1.237 -0.662 -0.061
```
Positions in Å, forces in eV/Å.

For the relative energy (zero: lowest compared OMol25 entry of this formula, charge and spin), the calculation gives 2.963 eV. As for the total charge: 0. Its HOMO energy is -10.71 eV. The SMILES is CC(C)C.CC.


Question: Which formula does entry 6 have?
Answer: C6H15O3Si


Question: Which of these has the lowest HOMO energy?
Answer: C6H15NO3PS2


Question: Which value of total charge does entry 3 give?
Answer: 0